(one)
An isolated ion of composition C4H11N4 and charge +1. Source: the OMol25 dataset; level of theory: the ωB97M-V functional and the def2-TZVPD basis.

Element x y z (Å)
C  0.0180  0.3619  -0.9004
C  0.2670  -0.0713  1.9006
C  -0.2217  0.4844  -2.3829
C  -1.1566  -1.9662  1.4200
N  -0.3171  -0.7621  -0.3913
N  0.4393  1.4361  -0.2358
N  1.2702  2.3429  -0.6580
N  -0.0086  -1.1228  0.9965
H  1.2568  0.0733  2.2784
H  -0.5429  0.5737  2.1774
H  -0.9052  -0.2904  -2.7100
H  0.7290  0.3496  -2.9016
H  -0.6224  1.4661  -2.6212
H  -0.9452  -2.4158  2.3885
H  -2.0500  -1.3466  1.4877
H  -1.3177  -2.7408  0.6709
H  1.2034  3.2564  -0.2325
H  2.0918  2.1137  -1.2096
H  0.8119  -1.7420  0.9233

Properties
HOMO-LUMO gap (alpha / beta) in hartree: 0.301 / 0.314
Total charge: +1



(two)
An isolated ion of composition C4H11N4 and charge +1. Source: the OMol25 dataset; level of theory: the ωB97M-V functional and the def2-TZVPD basis.

Element x y z (Å)
H  -2.7709  -1.3437  0.7563
N  -2.0134  -1.7988  0.3068
C  -1.0742  -1.1075  -0.1560
C  0.2952  -1.6033  -0.7059
N  1.1632  -0.4591  -0.4893
C  1.4924  -0.1897  0.8552
N  0.2739  0.6105  -0.8104
N  -0.9954  0.3405  -0.3228
C  -1.5876  1.3024  0.7156
H  0.6693  -2.4651  -0.2441
H  0.2473  -1.9777  -1.8435
H  1.8247  -1.1545  1.2734
H  2.2599  0.6146  0.8800
H  0.6560  0.1750  1.5001
H  0.2667  0.7380  -1.8608
H  0.5486  1.5124  -0.2729
H  -0.7207  1.6759  1.3766
H  -2.3118  2.0713  0.2882
H  -2.2202  0.8236  1.4164

Properties
HOMO-LUMO gap in hartree: 0.396
Total charge: +1
SMILES string: [H]/N=C1/CN(C)[NH2+]N1C



Out of the structures above, which one is the least stable? Solution: (one).